Entry from the Open Molecules 2025 dataset: a 7-piece molecular cluster, C17H48O9P overall at a distorted geometry (wB97M-V/def2-TZVPD).

Geometry as XYZ:
```
75
Properties=species:S:1:pos:R:3:forces:R:3
C 4.061116 -3.097921 0.311362 -0.061 -0.358 0.057
C 3.018034 -2.580731 -0.350999 0.389 -0.033 -0.250
C 3.128551 -1.535590 -1.411412 -0.433 -0.835 -0.323
P 3.990405 0.092649 -0.778344 0.855 0.060 -0.303
O 2.736008 0.325691 0.399181 -0.002 0.339 0.261
C 1.625883 1.069261 0.000894 -0.215 -0.523 -0.255
C 0.387903 0.137418 -0.083541 0.200 0.494 0.279
C -0.930882 0.805855 0.347311 0.215 -0.247 -0.541
C -1.500062 1.660935 -0.800752 -0.209 -0.115 0.256
C -1.919837 -0.298882 0.714227 0.147 0.165 0.190
C 1.917472 1.683677 -1.401936 -0.452 -0.491 -0.289
O 1.877652 3.118583 -1.469270 0.124 -0.028 0.206
C 2.740147 3.862698 -0.632477 0.123 0.085 -0.084
C 4.163054 4.038566 -1.169511 -0.051 0.438 0.111
O 3.035413 1.099511 -1.922733 0.038 0.258 0.343
H 5.055776 -3.177809 -0.113890 0.190 0.836 0.252
H 3.939206 -3.466048 1.326365 -0.143 -0.779 -0.291
H 2.035393 -2.979111 -0.113242 -0.208 0.839 0.642
H 2.124252 -1.330517 -1.790514 0.070 0.099 -0.097
H 3.709203 -1.913516 -2.261988 0.189 0.237 0.052
H 4.778015 -0.684244 0.135338 -0.215 -0.064 0.112
H 5.006170 -0.031726 -1.810587 -0.173 0.064 -0.050
H 4.668514 1.286404 -0.312891 -0.126 0.076 0.081
H 1.375821 1.842539 0.736914 0.257 0.112 -0.044
H 0.612849 -0.718449 0.558723 -0.044 0.028 -0.006
H 0.289094 -0.219053 -1.113737 -0.067 -0.262 0.105
H -0.693349 1.454867 1.194047 -0.286 -0.062 0.100
H -1.189511 1.239811 -1.758721 -0.051 0.128 -0.055
H -2.595446 1.648013 -0.781675 0.020 0.096 0.037
H -1.180802 2.699349 -0.735211 0.136 -0.046 -0.132
H -2.919074 0.084329 0.948839 0.027 0.043 -0.045
H -1.557094 -0.858835 1.581328 -0.026 -0.075 -0.063
H -1.999459 -0.973238 -0.138793 -0.172 -0.084 0.091
H 1.062010 1.422096 -2.039321 0.022 0.295 -0.115
H 2.285608 4.860317 -0.575047 -0.090 -0.065 -0.005
H 2.750023 3.464923 0.388988 0.056 -0.126 -0.065
H 4.864436 3.330706 -0.741111 -0.028 -0.236 -0.165
H 4.510826 5.048953 -0.917618 0.025 -0.074 0.034
H 4.163564 3.963236 -2.256502 -0.003 -0.150 0.022
C -0.989329 -3.287191 -1.834601 0.125 -0.200 0.089
O 0.214292 -3.992596 -1.570718 -0.127 -0.031 -0.153
H -0.723727 -2.355019 -2.326682 -0.006 0.020 0.015
H -1.652734 -3.855458 -2.498586 -0.051 0.078 -0.019
H -1.527026 -3.052032 -0.914714 -0.014 0.052 -0.007
H -0.008191 -4.820989 -1.134205 0.171 -0.026 0.112
C 0.496861 4.778886 2.140928 0.071 -0.065 -0.277
O -0.042224 3.982000 1.094623 -0.137 0.210 0.190
H 0.329358 4.244287 3.072562 -0.015 0.002 0.011
H 1.573450 4.926635 2.005093 0.003 0.007 0.055
H -0.001415 5.747569 2.205761 0.020 0.016 0.069
H 0.096465 4.444283 0.262035 0.140 -0.184 -0.080
C -0.744131 6.731933 5.529520 -0.069 -0.048 -0.044
O -1.318643 6.216908 4.338448 -0.067 0.109 0.142
H 0.280917 7.008863 5.293475 0.007 -0.001 0.003
H -1.273360 7.620935 5.885693 0.027 0.015 0.010
H -0.728016 5.984318 6.327583 0.030 0.010 0.013
H -2.225777 5.960357 4.524924 0.011 -0.035 -0.042
C 0.298330 -8.035894 -1.985091 0.039 0.093 0.009
O -0.445596 -6.991435 -1.371904 -0.157 -0.006 -0.063
H 0.780046 -8.594756 -1.186492 0.005 -0.003 0.003
H -0.350757 -8.712859 -2.547780 0.011 -0.021 0.012
H 1.068956 -7.639876 -2.650492 0.018 -0.015 0.010
H -0.877568 -6.491289 -2.071857 0.016 -0.005 -0.008
C -4.938558 -1.294020 -1.846647 -0.117 -0.005 0.110
O -3.755023 -2.010824 -1.543812 -0.159 -0.067 -0.163
H -4.678557 -0.370382 -2.360027 0.203 -0.042 0.015
H -5.599822 -1.874661 -2.497576 -0.046 0.034 0.008
H -5.477806 -1.043864 -0.929685 -0.100 0.070 -0.071
H -4.036815 -2.815614 -1.093944 0.027 0.008 0.028
C -5.286781 -2.607331 1.624769 -0.033 -0.018 -0.045
O -5.805702 -3.263159 0.468724 0.091 -0.018 0.025
H -4.310887 -2.208508 1.355111 -0.002 0.016 -0.004
H -5.928938 -1.779269 1.935512 0.019 0.015 0.005
H -5.167060 -3.302627 2.458938 0.026 0.007 0.003
H -6.671113 -3.622039 0.679420 0.015 -0.011 -0.012
```
Positions in Å, forces in eV/Å.

LUMO level = 1.99 eV
M = 427.5 g mol⁻¹
Orbital gap = 5.750 eV
Charge = -1